{"formula": "C25H40Cl2CrN6OS", "method": "wB97M-V/def2-TZVPD", "total_charge": 2, "gap_ev": [7.25, 7.34], "multiplicity": 5, "symbols": ["Cr", "Cl", "C", "Cl", "H", "H", "C", "N", "C", "C", "N", "C", "C", "C", "C", "C", "C", "C", "C", "C", "N", "C", "N", "C", "C", "N", "C", "C", "C", "N", "C", "C", "H", "H", "H", "H", "H", "H", "H", "H", "H", "H", "H", "H", "H", "H", "H", "H", "H", "H", "H", "H", "H", "H", "H", "H", "H", "H", "H", "H", "H", "H", "O", "S", "C", "C", "C", "C", "H", "H", "H", "H", "H", "H", "H", "H"], "coordinates": [[-0.01548, -0.83379, 0.30176], [-0.73368, 1.10880, 2.13534], [-2.39696, 1.41045, 2.60649], [0.40431, 2.14028, -1.61337], [0.10462, 3.32075, -1.20624], [-2.41337, 2.28559, 3.24910], [-0.99658, -3.66580, -3.95272], [-0.15794, -3.21027, -2.84599], [1.18510, -3.77529, -2.81427], [-0.48321, -2.15180, -2.08733], [0.38378, -1.27177, -1.59491], [1.50190, -0.84977, -2.36694], [1.36215, -0.78795, -3.73270], [2.41118, -0.38611, -4.57424], [3.59342, -0.00033, -4.02479], [3.75201, 0.04556, -2.61921], [4.95015, 0.58838, -2.09710], [5.09392, 0.78311, -0.75920], [4.05721, 0.40159, 0.10635], [2.91600, -0.21560, -0.34669], [1.91405, -0.54626, 0.60671], [2.21321, -0.83258, 1.86073], [1.28411, -0.38758, 2.81197], [0.89065, 0.96682, 2.74382], [1.05056, -1.14809, 4.04569], [3.24077, -1.58751, 2.25693], [3.89601, -2.51202, 1.34059], [3.95172, -1.35886, 3.51426], [2.70573, -0.38500, -1.75088], [-1.78565, -1.98609, -1.71640], [-2.72281, -3.09868, -1.63702], [-2.29374, -0.65761, -1.40640], [-0.38097, -3.71117, -4.85218], [-1.80387, -2.96144, -4.13349], [-1.41040, -4.65758, -3.76767], [1.79234, -3.41366, -3.64577], [1.09898, -4.85964, -2.88091], [1.67529, -3.51364, -1.87954], [0.41114, -1.05380, -4.17840], [2.26372, -0.37177, -5.64541], [4.41655, 0.32461, -4.64718], [5.72560, 0.88731, -2.78980], [5.98451, 1.24615, -0.35696], [4.15471, 0.61755, 1.16310], [-0.67519, 2.05863, 1.22701], [0.96820, 1.56781, 3.64358], [-2.75894, 0.51405, 3.06395], [1.29530, -2.19819, 3.88583], [-0.00102, -1.05390, 4.31332], [1.63586, -0.77354, 4.88686], [3.21759, -2.77268, 0.53200], [4.15777, -3.41232, 1.89584], [4.80188, -2.07642, 0.91598], [3.63049, -0.42766, 3.97059], [5.01605, -1.27537, 3.29223], [3.80625, -2.18329, 4.21280], [-2.16882, -4.03155, -1.57091], [-3.38861, -3.14752, -2.49986], [-3.33326, -2.98555, -0.74113], [-2.02532, 0.06789, -2.17261], [-1.96156, -0.22753, -0.43409], [-3.37766, -0.71383, -1.33261], [-0.61989, -2.59920, 1.30265], [-1.04050, -3.45663, 2.50162], [-2.38339, -2.57646, 3.33232], [-3.65868, -2.90371, 2.56955], [-3.58450, -4.40846, 2.32867], [-2.17504, -4.70275, 1.81109], [-2.10182, -1.52530, 3.36712], [-2.41047, -2.96382, 4.35367], [-3.67823, -2.35293, 1.62589], [-4.54271, -2.61677, 3.13695], [-4.33358, -4.76122, 1.62078], [-3.75415, -4.93816, 3.26720], [-2.07916, -4.54641, 0.73707], [-1.80110, -5.69389, 2.05899]]}



{"formula": "C8H16O16S4Ti", "method": "wB97M-V/def2-TZVPD", "total_charge": 1, "gap_ev": [6.49, 11.38], "multiplicity": 4, "symbols": ["Ti", "C", "C", "O", "S", "O", "O", "O", "H", "H", "H", "H", "C", "C", "O", "S", "O", "O", "O", "H", "H", "H", "H", "C", "C", "O", "S", "O", "O", "O", "H", "H", "H", "H", "C", "C", "O", "S", "O", "O", "O", "H", "H", "H", "H"], "coordinates": [[0.59147, 0.74679, 0.17822], [-4.89067, 0.53206, 2.55041], [-4.73139, -0.90979, 2.00300], [-3.54705, -0.90090, 1.18588], [-2.59491, 0.26866, 1.68071], [-1.93769, 0.83011, 0.55415], [-1.84573, -0.16109, 2.79936], [-3.74251, 1.25506, 2.05659], [-4.91174, 0.54938, 3.63510], [-5.73820, 1.03826, 2.10402], [-5.54062, -1.14969, 1.31967], [-4.68245, -1.64664, 2.79969], [1.94141, 0.05349, 5.27680], [3.31187, -0.20340, 4.67965], [3.20819, 0.37840, 3.36758], [2.27704, 1.67087, 3.44178], [1.28030, 1.52071, 2.43040], [3.03686, 2.84767, 3.48381], [1.67613, 1.42113, 4.88186], [1.90829, -0.02105, 6.35583], [1.23773, -0.58377, 4.74015], [3.51344, -1.27070, 4.61386], [4.14584, 0.24296, 5.22267], [4.48424, -0.44622, -3.48661], [3.51323, -0.03040, -4.59840], [2.47848, 0.70409, -3.93555], [3.11604, 1.48613, -2.73254], [2.16928, 1.55796, -1.68049], [3.75204, 2.67099, -3.15582], [4.21576, 0.40159, -2.36041], [5.52815, -0.37277, -3.78153], [4.29862, -1.47947, -3.19673], [3.11807, -0.90333, -5.11146], [3.96706, 0.56984, -5.38778], [-3.01247, -1.18503, -2.12676], [-2.68391, -1.89720, -3.44938], [-1.57147, -1.15865, -4.01739], [-1.18046, 0.07438, -3.11280], [-0.97114, 1.20629, -3.91753], [-0.16877, -0.35502, -2.19192], [-2.55654, 0.16185, -2.33783], [-2.51258, -1.65887, -1.28456], [-4.08484, -1.10433, -1.98695], [-3.51589, -1.82467, -4.14602], [-2.34846, -2.92566, -3.36271]]}



Number 1: molecular weight 595.61 g mol⁻¹. Number 2: molecular weight 544.34 g mol⁻¹.